C36H41AsNP2PtS2 as an isolated structure at a distorted geometry. Source: the Open Molecules 2025 dataset; level of theory: wB97M-V/def2-TZVPD.

```
! RIJCOSX wB97M-V def2-TZVPD def2/J DEFGRID3
* xyz 3 1
Pt -0.174 -0.612 -0.213
N -0.680 -1.736 -1.988
C -1.276 -0.662 -2.770
C -2.504 -0.784 -3.377
C -3.021 0.324 -4.045
C -2.320 1.525 -4.094
C -1.095 1.648 -3.455
C -0.562 0.546 -2.788
P 0.987 0.558 -1.877
C 2.192 -0.342 -2.853
C 3.436 -0.671 -2.309
C 4.393 -1.300 -3.085
C 4.109 -1.616 -4.411
C 2.882 -1.277 -4.965
C 1.922 -0.634 -4.194
C 1.553 2.211 -1.593
C 0.716 3.120 -0.928
C 1.119 4.432 -0.775
C 2.353 4.841 -1.274
C 3.184 3.944 -1.931
C 2.794 2.624 -2.091
H 0.166 -2.096 -2.435
H -1.319 -2.513 -1.839
H -3.056 -1.716 -3.347
H -3.984 0.243 -4.533
H -2.733 2.369 -4.631
H -0.551 2.584 -3.480
H 3.668 -0.374 -1.295
H 5.366 -1.529 -2.670
H 4.854 -2.113 -5.017
H 2.676 -1.497 -6.003
H 0.980 -0.349 -4.645
H -0.244 2.803 -0.539
H 0.477 5.140 -0.268
H 2.667 5.869 -1.149
H 4.135 4.274 -2.325
H 3.443 1.934 -2.612
S -0.214 0.861 1.519
P -2.244 0.511 1.815
S -2.431 -0.992 0.420
C -3.233 1.917 1.387
C -3.600 2.800 2.408
C -4.350 3.922 2.101
C -4.741 4.158 0.790
C -4.378 3.279 -0.226
C -3.619 2.161 0.064
C -2.612 0.015 3.473
C -1.782 0.374 4.536
C -2.171 0.072 5.831
C -3.375 -0.583 6.057
C -4.197 -0.945 4.994
C -3.825 -0.643 3.696
H -3.315 2.609 3.435
H -4.643 4.605 2.887
H -5.340 5.028 0.558
H -4.702 3.466 -1.242
H -3.343 1.472 -0.726
H -0.844 0.887 4.358
H -1.538 0.349 6.663
H -3.681 -0.807 7.070
H -5.131 -1.457 5.180
H -4.477 -0.913 2.872
C 0.299 -2.243 3.327
C 0.789 -3.056 2.143
As 1.546 -2.063 0.665
C 3.128 -1.169 1.345
C 3.891 -1.994 2.384
C 2.000 -3.379 -0.685
C 2.586 -4.661 -0.086
H -0.066 -2.921 4.098
H -0.523 -1.591 3.047
H 1.087 -1.629 3.766
H -0.001 -3.686 1.731
H 1.627 -3.703 2.415
H 2.791 -0.219 1.762
H 3.763 -0.951 0.491
H 3.291 -2.211 3.266
H 4.753 -1.414 2.715
H 4.268 -2.931 1.978
H 2.697 -2.895 -1.371
H 1.090 -3.608 -1.241
H 3.487 -4.472 0.496
H 2.861 -5.328 -0.902
H 1.869 -5.188 0.540
*
```

Lowest unoccupied orbital energy, hartree: -0.3832
Gap between HOMO and LUMO, eV: 6.16
Largest force on an atom, eV/Å: 1.265
HOMO, eV: -16.5897

Computed Mulliken charges, given in elementary charges:
1. Pt 2.4691
2. N -0.4952
3. C 0.6223
4. C -0.9097
5. C -0.6564
6. C -0.9120
7. C -1.1376
8. C 0.3711
9. P 0.6156
10. C 0.8229
11. C -0.8757
12. C -0.6905
13. C -0.7312
14. C -0.7232
15. C -0.4599
16. C 0.8244
17. C -0.1876
18. C -1.0048
19. C -0.6169
20. C -0.8464
21. C -0.5691
22. H 0.2996
23. H 0.3694
24. H 0.4983
25. H 0.4687
26. H 0.5313
27. H 0.6080
28. H 0.5390
29. H 0.5141
30. H 0.4634
31. H 0.4843
32. H 0.4590
33. H 0.4683
34. H 0.4972
35. H 0.4405
36. H 0.4752
37. H 0.4154
38. S -0.3953
39. P 1.0620
40. S -0.5036
41. C 0.8705
42. C -0.5909
43. C -0.7571
44. C -0.6068
45. C -0.7313
46. C -0.2101
47. C 0.4111
48. C -0.1406
49. C -0.8750
50. C -0.5264
51. C -0.7231
52. C -0.4457
53. H 0.4185
54. H 0.4431
55. H 0.4318
56. H 0.4675
57. H 0.2617
58. H 0.4874
59. H 0.4804
60. H 0.4453
61. H 0.4512
62. H 0.4424
63. C -1.0243
64. C -0.7250
65. As -0.4385
66. C -0.0679
67. C -1.2380
68. C 0.1290
69. C -1.3705
70. H 0.5159
71. H -0.1222
72. H 0.2617
73. H 0.4862
74. H 0.6589
75. H 0.5142
76. H 0.2687
77. H 0.3237
78. H 0.4208
79. H 0.2711
80. H 0.1023
81. H 0.3175
82. H 0.3091
83. H 0.4443
84. H 0.3555


C36H41Cl3N6O7PPbS as an isolated structure. Source: the Open Molecules 2025 dataset; level of theory: wB97M-V/def2-TZVPD.

```
! RIJCOSX wB97M-V def2-TZVPD def2/J DEFGRID3
* xyz 3 1
Pb 0.520 -1.256 0.662
C 2.281 -4.122 1.144
C 2.870 -3.797 2.509
C 2.030 -4.361 3.650
C 3.162 -2.299 2.672
C 4.072 -1.997 3.869
O 3.291 -1.096 4.680
C 2.129 -0.880 4.059
N 1.949 -1.473 2.937
C 1.262 0.068 4.835
C 1.697 0.325 6.138
C 1.022 1.185 6.991
C -0.124 1.828 6.562
C -0.589 1.579 5.283
C 0.087 0.716 4.411
P -0.823 0.530 2.863
C -0.785 1.955 1.881
C 0.304 2.892 1.954
C 0.424 3.867 1.038
C -0.582 4.070 -0.041
C -1.618 3.009 -0.147
C -1.716 2.037 0.771
C -2.499 0.019 3.301
C -3.665 0.761 3.110
C -4.872 0.267 3.580
C -4.925 -0.955 4.237
C -3.763 -1.685 4.450
C -2.552 -1.202 3.984
H 2.104 -5.192 1.031
H 2.927 -3.799 0.327
H 1.293 -3.659 1.002
H 3.854 -4.275 2.549
H 1.055 -3.868 3.707
H 2.508 -4.234 4.622
H 1.864 -5.429 3.513
H 3.607 -1.927 1.746
H 4.997 -1.490 3.606
H 4.298 -2.874 4.473
H 2.587 -0.165 6.498
H 1.400 1.345 7.991
H -0.663 2.504 7.212
H -1.510 2.052 4.964
H 1.012 2.813 2.770
H 1.227 4.594 1.095
H -1.107 5.014 0.177
H -2.354 3.086 -0.940
H -2.501 1.298 0.686
H -3.654 1.737 2.648
H -5.774 0.848 3.447
H -5.872 -1.329 4.604
H -3.798 -2.623 4.988
H -1.642 -1.758 4.192
N -1.084 -2.961 1.592
C -1.457 -3.841 0.453
C -1.502 -3.088 -0.882
O -2.037 -3.565 -1.844
O -0.887 -1.915 -0.883
H -0.759 -3.509 2.382
H -1.918 -2.471 1.907
H -2.419 -4.324 0.618
H -0.708 -4.629 0.366
Cl 4.480 -2.518 -3.478
C 4.891 -1.043 -2.610
Cl 4.651 0.382 -3.640
Cl 6.532 -1.095 -1.986
C 3.963 -0.914 -1.473
N 3.229 -0.831 -0.595
C -1.044 2.203 -9.984
C -0.434 2.648 -8.657
S -1.258 1.836 -7.316
O -0.705 0.514 -7.123
O -2.681 1.997 -7.423
C -0.778 2.727 -5.821
C -1.557 2.032 -4.698
N -0.697 1.667 -3.552
C -0.265 0.432 -3.293
N 0.620 0.421 -2.235
C 0.741 1.654 -1.827
C -0.084 2.495 -2.614
N -0.378 3.779 -2.430
O 0.169 4.339 -1.282
O -1.042 4.484 -3.123
C -0.642 -0.773 -4.049
H -0.491 2.674 -10.794
H -2.088 2.500 -10.049
H -0.974 1.123 -10.105
H -0.549 3.722 -8.497
H 0.618 2.372 -8.578
H -1.018 3.784 -5.900
H 0.299 2.589 -5.713
H -1.949 1.080 -5.048
H -2.398 2.624 -4.347
H 1.399 1.959 -1.024
H -1.726 -0.900 -4.063
H -0.197 -1.642 -3.581
H -0.317 -0.674 -5.092
*
```

Lowest unoccupied orbital energy, hartree: -0.4005
Gap between HOMO and LUMO, eV: 5.39
Largest force on an atom, eV/Å: 0.869
HOMO, eV: -16.2836

Computed Mulliken charges, given in elementary charges:
1. Pb 1.5631
2. C -1.2876
3. C 0.6340
4. C -1.3936
5. C -0.2091
6. C -0.6921
7. O -0.4852
8. C 0.2711
9. N 0.3454
10. C 0.1455
11. C -1.1318
12. C -0.7804
13. C -0.8747
14. C -0.8559
15. C 1.1104
16. P 1.4473
17. C 0.7929
18. C -0.6899
19. C -1.4704
20. C 0.4436
21. C -1.2465
22. C -0.5006
23. C 0.9767
24. C -0.2050
25. C -0.7405
26. C -0.6564
27. C -0.6556
28. C -1.1300
29. H 0.5264
30. H 0.3168
31. H -0.1858
32. H 0.3655
33. H 0.0470
34. H 0.4010
35. H 0.4695
36. H 0.3579
37. H 0.3234
38. H 0.3777
39. H 0.5683
40. H 0.4634
41. H 0.5051
42. H 0.4503
43. H 0.6435
44. H 0.4977
45. H 0.4550
46. H 0.4890
47. H 0.6589
48. H 0.5136
49. H 0.4818
50. H 0.4387
51. H 0.4860
52. H 0.5113
53. N -0.5197
54. C -0.6862
55. C 0.5248
56. O -0.5706
57. O -0.4098
58. H 0.1794
59. H 0.2282
60. H 0.4979
61. H 0.2973
62. Cl -0.0591
63. C 0.7711
64. Cl -0.0860
65. Cl -0.0564
66. C -0.2713
67. N -0.3770
68. C -1.2412
69. C -0.4223
70. S 1.1361
71. O -0.6419
72. O -0.6471
73. C -0.8429
74. C -1.3098
75. N 0.4075
76. C 0.9095
77. N 0.0363
78. C -0.5811
79. C -0.3554
80. N 0.9760
81. O -0.3949
82. O -0.5208
83. C -1.6731
84. H 0.3859
85. H 0.3635
86. H 0.3613
87. H 0.3805
88. H 0.3898
89. H 0.6013
90. H 0.4758
91. H 0.6912
92. H 0.2893
93. H 0.7228
94. H 0.4665
95. H 0.2327
96. H 0.4552


C36H41CoN5Se as an isolated structure at a distorted geometry. Source: the Open Molecules 2025 dataset; level of theory: wB97M-V/def2-TZVPD.

```
! RIJCOSX wB97M-V def2-TZVPD def2/J DEFGRID3
* xyz -1 5
Co -0.072 -0.094 0.358
N 0.574 -3.360 3.538
N -1.490 -2.827 -2.389
C 0.498 1.653 -0.597
C 1.604 0.796 -0.250
C 1.642 0.720 1.168
C 2.573 -0.039 2.006
H 3.382 -0.504 1.431
H 1.691 -1.140 2.515
H 2.962 0.498 2.874
C 0.441 1.294 1.684
C 0.156 1.467 3.132
H 0.969 2.033 3.612
H 0.092 0.490 3.630
H -0.787 2.004 3.291
C -0.262 1.897 0.588
C -1.348 2.901 0.758
H -2.146 2.524 1.409
H -1.787 3.186 -0.204
H -0.930 3.806 1.224
C 2.748 0.414 -1.129
H 3.618 1.057 -0.919
H 2.489 0.525 -2.186
H 3.053 -0.625 -0.944
C 0.445 2.522 -1.791
H -0.581 2.823 -2.021
H 0.861 2.020 -2.670
H 1.034 3.434 -1.604
C -0.156 -4.375 3.995
H 0.213 -4.928 4.887
C -1.367 -4.755 3.389
H -1.964 -5.552 3.817
C -1.768 -4.167 2.163
H -2.649 -4.503 1.596
C -0.900 -3.262 1.604
H -1.017 -2.885 0.563
C 0.253 -2.787 2.332
C 0.885 -1.621 1.842
H 1.374 -1.767 0.858
C -1.333 -1.503 -2.242
C -0.397 -3.299 -3.093
H -0.014 -4.306 -2.934
C 0.137 -2.274 -3.829
H 0.527 -2.306 -4.878
N -0.435 -1.093 -3.246
C -0.442 0.168 -3.880
C 0.543 0.462 -4.860
C 0.270 1.498 -5.744
H 0.965 1.705 -6.549
C -0.885 2.274 -5.655
C -1.130 3.401 -6.638
H -1.690 4.234 -6.180
H -1.705 3.083 -7.528
H -0.176 3.807 -7.013
C -1.801 1.969 -4.654
H -2.716 2.541 -4.590
C -1.615 0.928 -3.753
C -2.661 0.623 -2.754
H -2.908 -0.445 -2.701
H -3.564 1.170 -3.040
H -2.390 0.968 -1.748
C 1.805 -0.306 -5.022
H 1.629 -1.260 -5.524
H 2.307 -0.474 -4.066
H 2.469 0.241 -5.694
C -4.764 0.660 2.549
N -3.691 -0.050 3.223
C -2.567 -0.538 2.630
Se -2.286 -0.639 0.761
N -1.788 -1.014 3.650
C -2.418 -0.858 4.888
C -1.891 -1.021 6.137
C -2.676 -0.603 7.209
C -3.922 0.041 6.965
C -4.386 0.271 5.668
C -3.636 -0.230 4.622
H -5.727 0.237 2.858
H -4.626 0.538 1.464
H -4.735 1.731 2.805
H -0.861 -1.371 3.593
H -0.890 -1.466 6.239
H -2.346 -0.757 8.235
H -4.509 0.362 7.827
H -5.309 0.825 5.438
*
```

Lowest unoccupied orbital energy (spin up / spin down), hartree: 0.0865 / 0.0864
Gap between HOMO and LUMO (spin up / spin down), eV: 4.98 / 5.67
Largest force on an atom, eV/Å: 4.963
HOMO (spin up / spin down), eV: -2.6248 / -3.3235

Computed Mulliken charges, given in elementary charges:
1. Co 0.4475
2. N -0.6701
3. N -0.8105
4. C 1.4364
5. C 0.7675
6. C 0.3342
7. C -1.7165
8. H 0.3584
9. H 0.0454
10. H 0.3983
11. C 1.0280
12. C -1.7343
13. H 0.3752
14. H 0.2921
15. H 0.3767
16. C 0.8451
17. C -1.9012
18. H 0.1858
19. H 0.3652
20. H 0.2959
21. C -1.7366
22. H 0.2392
23. H 0.1775
24. H 0.3764
25. C -1.5432
26. H 0.2880
27. H 0.2992
28. H 0.3163
29. C -0.4046
30. H 0.3358
31. C -0.5809
32. H 0.3548
33. C -0.5462
34. H 0.4152
35. C -0.4500
36. H 0.7718
37. C 0.2396
38. C -0.8530
39. H 0.4589
40. C -0.2627
41. C -0.8043
42. H 0.3615
43. C -0.2040
44. H 0.0445
45. N 0.8660
46. C 1.0975
47. C 0.6259
48. C -0.9597
49. H 0.3709
50. C 0.5499
51. C -1.5179
52. H 0.3568
53. H 0.2702
54. H 0.3684
55. C -0.8993
56. H 0.3305
57. C 1.0689
58. C -1.2689
59. H 0.3925
60. H 0.4474
61. H -0.0535
62. C -2.1113
63. H 0.3662
64. H 0.2626
65. H 0.4192
66. C -1.0868
67. N 0.4069
68. C -0.4806
69. Se -0.2515
70. N 1.1731
71. C 0.4906
72. C -0.3062
73. C -0.6421
74. C -0.5596
75. C -0.6147
76. C -0.0218
77. H 0.4127
78. H 0.2925
79. H 0.3141
80. H -0.6719
81. H 0.4299
82. H 0.3910
83. H 0.3559
84. H 0.3737